No. 1
DFT (ωB97M-V/def2-TZVPD) results for a molecular structure, C30H87AsF6O13 in a non-equilibrium geometry.

Properties
* E: -5008.30658 a.u.
* net charge: -1
* 2S+1: 2
* HOMO-LUMO gap (spin up / spin down): 2.6570 / 8.0506 eV
* E_HOMO (spin up / spin down): -1.41 / -6.87 eV
* molar mass: 844.9 g mol⁻¹

Geometry (Å):
O -10.641 21.572 -3.828
H -11.450 22.072 -3.954
H -10.746 21.021 -3.049
H -9.925 22.162 -3.581
As -12.404 21.843 -7.551
F -11.265 21.084 -8.655
F -12.296 20.405 -6.447
F -13.566 22.593 -6.375
F -12.683 23.287 -8.617
F -13.708 20.987 -8.459
F -11.087 22.701 -6.675
C -17.604 20.140 -8.970
C -17.310 19.047 -9.940
C -16.025 18.237 -9.603
O -18.342 18.085 -9.927
H -17.713 19.752 -7.958
H -18.579 20.544 -9.243
H -16.804 20.880 -8.941
H -17.231 19.494 -10.931
H -16.091 17.713 -8.649
H -15.195 18.924 -9.436
H -15.774 17.640 -10.479
H -18.011 17.431 -10.548
C -10.401 23.103 -11.206
C -10.273 24.597 -10.848
C -9.757 24.875 -9.413
O -9.439 25.275 -11.746
H -9.474 22.618 -10.897
H -10.460 22.894 -12.274
H -11.228 22.583 -10.724
H -11.296 24.969 -10.904
H -9.907 25.925 -9.160
H -8.718 24.550 -9.364
H -10.353 24.238 -8.761
H -9.585 24.938 -12.633
C -12.882 18.727 -12.552
C -11.538 19.041 -11.914
C -11.282 18.310 -10.625
O -10.493 18.737 -12.763
H -13.016 17.658 -12.717
H -13.078 19.347 -13.427
H -13.620 19.057 -11.820
H -11.470 20.103 -11.678
H -12.073 18.629 -9.946
H -10.356 18.715 -10.219
H -11.282 17.222 -10.699
H -10.688 19.201 -13.581
C -8.088 23.482 -4.998
C -8.380 24.219 -3.679
C -9.187 25.471 -3.846
O -9.006 23.340 -2.803
H -7.427 24.121 -5.585
H -8.987 23.299 -5.587
H -7.640 22.515 -4.772
H -7.407 24.519 -3.289
H -9.313 26.046 -2.929
H -10.171 25.200 -4.228
H -8.700 26.079 -4.608
H -8.697 23.579 -1.926
C -16.278 25.891 -10.605
C -15.225 25.353 -9.632
C -15.868 24.316 -8.717
O -14.237 24.703 -10.332
H -16.995 26.488 -10.041
H -16.787 25.084 -11.133
H -15.834 26.478 -11.409
H -14.697 26.107 -9.048
H -16.473 23.640 -9.320
H -16.608 24.775 -8.061
H -15.145 23.713 -8.169
H -13.612 24.266 -9.748
C -17.005 22.832 -4.489
C -18.226 23.337 -5.274
C -18.593 22.391 -6.418
O -19.270 23.317 -4.352
H -16.145 22.820 -5.159
H -17.111 21.817 -4.105
H -16.754 23.436 -3.617
H -18.056 24.337 -5.674
H -19.371 22.874 -7.009
H -18.945 21.426 -6.053
H -17.713 22.331 -7.059
H -19.344 22.387 -4.125
C -14.321 19.668 -3.994
C -15.479 18.838 -4.525
C -15.202 18.172 -5.909
O -15.738 17.806 -3.651
H -14.293 20.596 -4.566
H -13.370 19.149 -4.111
H -14.369 19.758 -2.909
H -16.388 19.427 -4.638
H -15.933 17.390 -6.116
H -14.235 17.668 -5.912
H -15.157 18.888 -6.729
H -15.935 18.171 -2.785
C -10.350 17.497 -7.287
C -11.118 17.273 -5.963
C -10.361 16.238 -5.018
O -11.020 18.498 -5.327
H -9.283 17.657 -7.127
H -10.768 18.325 -7.860
H -10.490 16.656 -7.967
H -12.155 16.992 -6.147
H -9.333 16.586 -4.920
H -10.396 15.186 -5.302
H -10.861 16.197 -4.050
H -11.553 19.115 -5.834
C -12.584 23.730 -1.765
C -13.546 23.538 -2.924
C -13.957 24.959 -3.385
O -12.787 22.941 -3.964
H -12.344 22.773 -1.303
H -13.066 24.266 -0.947
H -11.646 24.198 -2.064
H -14.457 22.971 -2.728
H -13.115 25.537 -3.768
H -14.463 25.491 -2.580
H -14.712 24.837 -4.162
H -13.243 23.023 -4.804
C -12.379 25.544 -6.930
O -12.489 26.940 -6.580
H -11.470 25.042 -6.600
H -13.194 25.040 -6.411
H -12.505 25.440 -8.008
H -11.667 27.372 -6.824
C -7.725 20.194 -8.479
O -7.125 19.091 -9.130
H -7.275 21.181 -8.590
H -8.695 20.341 -8.953
H -7.894 19.984 -7.423
H -7.025 19.292 -10.063
C -14.667 21.846 -11.858
O -15.234 23.141 -12.107
H -13.833 21.620 -12.523
H -14.407 21.571 -10.836
H -15.363 21.063 -12.159
H -14.806 23.736 -11.488

No. 2
DFT (ωB97M-V/def2-TZVPD) results for 3 unconnected molecules or ions with the total composition C8H10ClN2.

Properties
* E: -880.59886 a.u.
* relative energy (zero: lowest compared OMol25 entry of this formula, charge and spin): 60.6 kJ/mol
* net charge: -1
* HOMO-LUMO gap: 7.0316 eV
* E_HOMO: -3.81 eV
* molar mass: 169.6 g mol⁻¹

Geometry (Å):
Cl 0.546 -0.043 3.232
N -4.072 -0.559 -0.061
C -3.356 -1.332 0.815
C -2.031 -0.995 0.707
C -1.951 0.047 -0.252
C -3.214 0.293 -0.710
H -5.069 -0.533 -0.153
H -3.877 -2.095 1.369
H -1.240 -1.352 1.350
H -1.044 0.552 -0.539
H -3.545 1.022 -1.430
N 3.126 -0.440 0.150
C 1.883 0.103 0.025
C 1.997 1.232 -0.748
C 3.369 1.361 -1.109
C 4.043 0.309 -0.544
H 3.296 -1.287 0.662
H 1.055 -0.294 0.591
H 1.179 1.890 -0.989
H 3.832 2.112 -1.729
H 5.073 0.011 -0.637

No. 3
DFT (ωB97M-V/def2-TZVPD) results for 2 unconnected molecules or ions with the total composition C25H21F3O4S in a non-equilibrium geometry.

Properties
* E: -1963.83299 a.u.
* HOMO-LUMO gap: 4.3420 eV
* E_HOMO: -7.04 eV
* molar mass: 474.5 g mol⁻¹

Geometry (Å):
F -3.029 5.344 -0.136
C -2.902 3.973 -0.097
C -4.068 3.208 -0.110
C -3.933 1.810 -0.077
C -2.678 1.217 -0.099
C -1.491 1.996 -0.120
C -0.213 1.351 -0.205
C 0.978 2.073 -0.090
C 2.216 1.476 0.118
C 3.480 2.145 0.041
C 3.548 3.560 -0.086
C 4.791 4.167 -0.197
F 4.851 5.535 -0.317
C 5.990 3.459 -0.193
C 5.925 2.064 -0.056
C 4.702 1.417 0.066
C -1.631 3.418 -0.060
H -5.045 3.682 -0.138
H -4.817 1.172 -0.044
H -2.563 0.131 -0.106
H -0.197 0.291 -0.486
H 0.937 3.167 -0.185
H 2.230 0.415 0.376
H 2.644 4.165 -0.095
H 6.941 3.974 -0.294
H 6.844 1.479 -0.048
H 4.643 0.331 0.170
H -0.771 4.082 -0.022
C -2.991 -1.186 4.086
C -1.633 -0.739 3.616
O -1.552 -1.184 2.228
C -0.331 -1.054 1.661
C -0.392 -1.412 0.201
F 0.854 -1.727 -0.273
S -1.471 -2.884 -0.100
C -0.890 -3.699 -1.614
C -1.325 -3.271 -2.873
C -0.857 -3.930 -4.016
C 0.004 -5.025 -3.897
C 0.396 -5.471 -2.633
C -0.056 -4.813 -1.486
O -1.030 -3.778 0.953
O -2.844 -2.453 -0.282
O 0.678 -0.651 2.202
H -3.214 -0.741 5.056
H -3.764 -0.895 3.368
H -3.020 -2.276 4.194
H -1.532 0.354 3.631
H -0.826 -1.194 4.204
H -2.037 -2.446 -2.936
H -1.181 -3.586 -4.997
H 0.368 -5.534 -4.790
H 1.047 -6.337 -2.519
H 0.215 -5.170 -0.492